1.
Below is 2 unconnected molecules or ions with the total composition C12H25N2O4 at a distorted geometry, with properties calculated with ωB97M-V/def2-TZVPD.

Calculated values
Total charge: -1
Frontier orbital gap (eV): 4.10
E_tot (Ha): -882.6449

Each line ends with the natural charge from an NBO analysis.
Element x y z (Å)
C: -0.097 3.646 -0.183  -0.72
C: -0.522 2.242 -0.573  0.71
O: -1.312 2.063 -1.483  -0.59
N: 0.080 1.208 0.177  -0.48
C: -0.510 1.195 1.533  -0.42
C: -0.052 -0.109 -0.478  -0.21
C: 0.890 -1.140 0.168  -0.42
C: 1.526 -2.125 -0.829  -0.41
C: 1.274 -3.594 -0.431  -0.21
N: -0.098 -3.983 -0.597  -0.83
C: -0.270 -5.082 -1.488  -0.23
C: -0.418 -4.577 -2.922  -0.09
O: -0.733 -5.693 -3.876  -0.56
C: -0.928 -5.225 -5.106  0.67
O: -0.226 -5.457 -6.064  -0.59
H: -0.092 4.243 -1.096  0.23
H: 0.887 3.664 0.280  0.22
H: -0.848 4.062 0.492  0.23
H: -0.948 2.165 1.765  0.21
H: 0.254 1.015 2.297  0.20
H: -1.267 0.412 1.625  0.20
H: 0.211 0.016 -1.531  0.20
H: -1.081 -0.482 -0.430  0.19
H: 1.649 -0.606 0.751  0.19
H: 0.306 -1.740 0.876  0.22
H: 1.081 -1.994 -1.823  0.19
H: 2.602 -1.914 -0.931  0.17
H: 1.591 -3.682 0.632  0.12
H: 1.963 -4.216 -1.040  0.13
H: -1.187 -5.649 -1.249  0.15
H: 0.565 -5.813 -1.468  0.13
H: -1.241 -3.855 -2.960  0.17
H: 0.510 -4.117 -3.277  0.17
H: -1.856 -4.632 -5.205  0.08
C: 0.389 6.002 4.359  -0.63
C: -0.551 5.557 3.254  -0.06
O: -0.687 4.141 3.202  -0.72
H: 1.371 5.548 4.225  0.22
H: 0.502 7.088 4.362  0.21
H: 0.009 5.696 5.336  0.20
H: -0.161 5.852 2.280  0.18
H: -1.534 6.024 3.378  0.15
H: -1.039 3.846 4.047  0.46



2.
Below is 2 unconnected molecules or ions with the total composition C3H9N2P at a distorted geometry, with properties calculated with ωB97M-V/def2-TZVPD.

Calculated values
Energy above the lowest of the compared OMol25 structures with the same formula, charge and spin (kJ/mol): 116.1
Structure (SMILES): CP(C)N.C#N
Total charge: 0
Frontier orbital gap (eV): 8.91
E_tot (Ha): -570.5038

Each line ends with the natural charge from an NBO analysis.
Element x y z (Å)
C: 3.576 0.132 -0.579  0.11
C: -1.393 0.913 -0.793  -0.93
C: -0.699 -1.758 -0.453  -0.97
N: 0.131 0.313 1.301  -1.15
N: 3.089 0.684 0.286  -0.32
P: 0.203 -0.154 -0.365  0.92
H: 4.238 -0.384 -1.145  0.21
H: 0.384 1.317 1.352  0.38
H: -1.099 1.891 -1.286  0.23
H: -1.970 0.503 -1.664  0.22
H: -1.964 0.885 0.154  0.24
H: -0.403 -2.704 0.153  0.24
H: -1.772 -1.576 -0.464  0.23
H: -0.337 -1.994 -1.425  0.22
H: 0.961 -0.126 1.802  0.38



Which of these has the highest frontier orbital gap?
C3H9N2P



What did the first record say?
Below is 2 unconnected molecules or ions with the total composition C12H25N2O4 at a distorted geometry, with properties calculated with ωB97M-V/def2-TZVPD.

Calculated values
Total charge: -1
Frontier orbital gap (eV): 4.10
E_tot (Ha): -882.6449

Each line ends with the natural charge from an NBO analysis.
Element x y z (Å)
C: -0.097 3.646 -0.183  -0.72
C: -0.522 2.242 -0.573  0.71
O: -1.312 2.063 -1.483  -0.59
N: 0.080 1.208 0.177  -0.48
C: -0.510 1.195 1.533  -0.42
C: -0.052 -0.109 -0.478  -0.21
C: 0.890 -1.140 0.168  -0.42
C: 1.526 -2.125 -0.829  -0.41
C: 1.274 -3.594 -0.431  -0.21
N: -0.098 -3.983 -0.597  -0.83
C: -0.270 -5.082 -1.488  -0.23
C: -0.418 -4.577 -2.922  -0.09
O: -0.733 -5.693 -3.876  -0.56
C: -0.928 -5.225 -5.106  0.67
O: -0.226 -5.457 -6.064  -0.59
H: -0.092 4.243 -1.096  0.23
H: 0.887 3.664 0.280  0.22
H: -0.848 4.062 0.492  0.23
H: -0.948 2.165 1.765  0.21
H: 0.254 1.015 2.297  0.20
H: -1.267 0.412 1.625  0.20
H: 0.211 0.016 -1.531  0.20
H: -1.081 -0.482 -0.430  0.19
H: 1.649 -0.606 0.751  0.19
H: 0.306 -1.740 0.876  0.22
H: 1.081 -1.994 -1.823  0.19
H: 2.602 -1.914 -0.931  0.17
H: 1.591 -3.682 0.632  0.12
H: 1.963 -4.216 -1.040  0.13
H: -1.187 -5.649 -1.249  0.15
H: 0.565 -5.813 -1.468  0.13
H: -1.241 -3.855 -2.960  0.17
H: 0.510 -4.117 -3.277  0.17
H: -1.856 -4.632 -5.205  0.08
C: 0.389 6.002 4.359  -0.63
C: -0.551 5.557 3.254  -0.06
O: -0.687 4.141 3.202  -0.72
H: 1.371 5.548 4.225  0.22
H: 0.502 7.088 4.362  0.21
H: 0.009 5.696 5.336  0.20
H: -0.161 5.852 2.280  0.18
H: -1.534 6.024 3.378  0.15
H: -1.039 3.846 4.047  0.46



Number 1 is which compound?
C12H25N2O4